{
  "formula": "C58H120F18N11O20S10",
  "method": "wB97M-V/def2-TZVPD",
  "energy_ev": -276669.1404,
  "lumo_ha": -0.13267,
  "gap_ev": 5.092,
  "relative_energy_kcal_mol": 63.89,
  "homo_energy_ev": -8.70,
  "multiplicity": 1,
  "total_charge": 1,
  "symbols": ["C", "C", "C", "N", "C", "C", "C", "C", "C", "C", "H", "H", "H", "H", "H", "H", "H", "H", "H", "H", "H", "H", "H", "H", "H", "H", "H", "H", "H", "H", "C", "C", "C", "N", "C", "C", "C", "C", "C", "C", "H", "H", "H", "H", "H", "H", "H", "H", "H", "H", "H", "H", "H", "H", "H", "H", "H", "H", "H", "H", "C", "C", "C", "N", "C", "C", "C", "C", "C", "C", "H", "H", "H", "H", "H", "H", "H", "H", "H", "H", "H", "H", "H", "H", "H", "H", "H", "H", "H", "H", "C", "C", "C", "N", "C", "C", "C", "C", "C", "C", "H", "H", "H", "H", "H", "H", "H", "H", "H", "H", "H", "H", "H", "H", "H", "H", "H", "H", "H", "H", "C", "C", "C", "N", "C", "C", "C", "C", "C", "C", "H", "H", "H", "H", "H", "H", "H", "H", "H", "H", "H", "H", "H", "H", "H", "H", "H", "H", "H", "H", "C", "C", "C", "N", "C", "C", "C", "C", "C", "C", "H", "H", "H", "H", "H", "H", "H", "H", "H", "H", "H", "H", "H", "H", "H", "H", "H", "H", "H", "H", "N", "S", "O", "O", "F", "S", "O", "O", "F", "N", "S", "O", "O", "F", "S", "O", "O", "F", "N", "S", "O", "O", "F", "S", "O", "O", "F", "C", "F", "F", "F", "S", "O", "O", "N", "S", "O", "O", "C", "F", "F", "F", "C", "F", "F", "F", "S", "O", "O", "N", "S", "O", "O", "C", "F", "F", "F"],
  "positions_angstrom": [[-4.828, 5.730, -3.986], [-5.204, 5.257, -5.441], [-5.871, 3.900, -5.579], [-5.145, 2.862, -6.526], [-6.236, 1.814, -6.843], [-5.713, 0.508, -7.446], [-4.694, -0.088, -6.525], [-3.616, 0.903, -6.142], [-4.012, 2.226, -5.682], [-4.675, 3.493, -7.849], [-5.590, 5.625, -3.214], [-4.228, 6.622, -3.810], [-4.012, 5.013, -3.901], [-4.257, 5.380, -5.967], [-5.976, 5.942, -5.791], [-6.651, 4.167, -6.292], [-6.142, 3.471, -4.615], [-6.687, 1.657, -5.863], [-7.009, 2.277, -7.457], [-6.363, -0.259, -7.867], [-5.023, 0.685, -8.271], [-5.238, -0.502, -5.677], [-4.242, -1.012, -6.887], [-3.110, 0.376, -5.333], [-2.945, 0.853, -7.000], [-4.365, 2.210, -4.651], [-3.217, 2.953, -5.846], [-3.775, 4.073, -7.646], [-5.420, 4.237, -8.129], [-4.575, 2.779, -8.666], [6.786, 4.666, 8.092], [5.708, 5.634, 7.601], [5.626, 5.939, 6.125], [4.439, 6.882, 5.638], [4.651, 8.291, 6.205], [5.929, 9.025, 5.464], [6.001, 8.953, 3.975], [5.600, 7.672, 3.316], [4.370, 6.979, 4.056], [3.070, 6.340, 5.988], [7.804, 4.843, 7.744], [6.518, 3.664, 7.754], [6.817, 4.558, 9.176], [5.922, 6.536, 8.175], [4.755, 5.264, 7.980], [5.493, 5.039, 5.525], [6.560, 6.403, 5.806], [4.749, 8.201, 7.286], [3.649, 8.702, 6.086], [6.868, 8.594, 5.813], [5.930, 10.066, 5.786], [7.048, 9.177, 3.775], [5.283, 9.712, 3.662], [6.386, 6.917, 3.297], [5.353, 7.777, 2.260], [4.178, 6.011, 3.592], [3.519, 7.635, 3.875], [2.275, 7.031, 5.709], [3.133, 6.211, 7.069], [2.950, 5.424, 5.410], [5.359, -3.825, -10.606], [4.030, -4.441, -10.132], [4.106, -5.110, -8.758], [2.901, -5.616, -7.976], [2.195, -6.662, -8.911], [0.986, -7.357, -8.231], [1.268, -7.867, -6.811], [1.945, -6.816, -5.946], [3.289, -6.187, -6.574], [2.050, -4.354, -7.749], [5.223, -3.210, -11.496], [6.019, -4.597, -11.001], [5.860, -3.208, -9.861], [3.910, -5.232, -10.872], [3.177, -3.787, -10.318], [4.504, -4.389, -8.044], [4.748, -5.988, -8.827], [2.967, -7.366, -9.222], [1.925, -6.214, -9.868], [0.674, -8.191, -8.859], [0.178, -6.628, -8.284], [1.961, -8.705, -6.880], [0.363, -8.338, -6.426], [2.224, -7.331, -5.027], [1.202, -6.149, -5.510], [4.115, -6.898, -6.592], [3.635, -5.416, -5.886], [2.636, -3.584, -7.247], [1.273, -4.712, -7.074], [1.517, -3.940, -8.605], [0.694, 6.657, -4.756], [1.052, 5.410, -4.131], [2.355, 4.745, -4.694], [2.751, 3.354, -4.113], [2.934, 3.437, -2.552], [3.582, 2.227, -1.948], [4.828, 1.657, -2.665], [4.569, 1.526, -4.181], [4.127, 2.851, -4.722], [1.451, 2.420, -4.264], [1.173, 6.672, -5.735], [1.068, 7.487, -4.156], [-0.362, 6.907, -4.855], [0.308, 4.666, -4.419], [1.021, 5.583, -3.056], [3.142, 5.480, -4.527], [2.140, 4.399, -5.705], [3.641, 4.263, -2.472], [1.991, 3.688, -2.067], [3.792, 2.282, -0.880], [2.765, 1.506, -1.917], [5.758, 2.218, -2.565], [5.170, 0.682, -2.319], [5.505, 1.254, -4.667], [3.962, 0.630, -4.311], [4.884, 3.594, -4.469], [4.062, 2.724, -5.803], [0.598, 2.730, -3.662], [1.718, 1.419, -3.925], [1.081, 2.500, -5.286], [3.900, -8.732, 2.816], [4.739, -7.775, 3.592], [4.236, -6.310, 3.484], [4.907, -5.186, 4.248], [4.137, -3.935, 4.290], [4.089, -3.314, 2.818], [5.438, -3.086, 2.268], [6.250, -4.433, 2.366], [6.323, -4.980, 3.728], [5.181, -5.610, 5.733], [2.829, -8.530, 2.828], [4.015, -9.713, 3.277], [4.254, -8.791, 1.787], [5.818, -7.924, 3.553], [4.597, -8.040, 4.640], [3.242, -6.355, 3.929], [4.054, -6.081, 2.434], [3.235, -4.211, 4.836], [4.763, -3.215, 4.817], [3.326, -3.916, 2.324], [3.587, -2.346, 2.805], [5.170, -2.692, 1.288], [5.891, -2.190, 2.693], [6.012, -5.157, 1.587], [7.281, -4.192, 2.108], [6.958, -5.848, 3.902], [6.676, -4.171, 4.367], [5.640, -4.780, 6.269], [5.861, -6.450, 5.873], [4.211, -5.904, 6.134], [-8.699, -3.511, 5.437], [-8.559, -3.693, 3.876], [-7.249, -4.472, 3.334], [-7.433, -5.005, 1.855], [-5.993, -5.631, 1.529], [-5.819, -6.992, 2.181], [-6.983, -7.952, 2.114], [-8.278, -7.271, 2.592], [-8.603, -6.025, 1.796], [-7.655, -3.847, 0.829], [-9.702, -3.485, 5.863], [-8.337, -2.506, 5.652], [-8.186, -4.251, 6.052], [-8.836, -2.747, 3.409], [-9.477, -4.262, 3.733], [-6.948, -5.251, 4.034], [-6.325, -3.896, 3.272], [-5.152, -4.983, 1.776], [-5.950, -5.692, 0.441], [-5.717, -6.716, 3.231], [-4.932, -7.415, 1.710], [-6.751, -8.587, 2.968], [-7.133, -8.332, 1.103], [-8.326, -7.132, 3.672], [-9.049, -7.972, 2.274], [-9.548, -5.549, 2.057], [-8.639, -6.376, 0.765], [-7.857, -4.280, -0.151], [-6.711, -3.318, 0.702], [-8.540, -3.258, 1.067], [-9.956, 2.729, -1.005], [-8.658, 1.619, -0.805], [-8.333, 0.812, -2.040], [-8.533, 1.062, 0.504], [-7.505, 2.754, -0.912], [-10.943, 1.753, -0.575], [-11.226, 1.672, 0.903], [-11.139, 0.609, -1.433], [-12.215, 2.626, -1.055], [-0.290, -5.654, 6.581], [-1.251, -5.540, 5.198], [-2.657, -5.474, 5.452], [-0.785, -6.392, 4.048], [-0.660, -4.094, 4.695], [-0.655, -7.162, 6.781], [0.478, -8.065, 6.580], [-1.936, -7.784, 6.553], [-0.703, -7.043, 8.367], [2.936, -0.806, 8.482], [4.289, -0.546, 8.948], [4.367, 0.374, 10.014], [5.453, -0.633, 8.039], [4.438, -1.984, 9.649], [2.900, 0.495, 7.489], [3.681, 0.371, 6.287], [2.677, 1.780, 8.118], [1.383, 0.327, 6.919], [-0.093, -2.217, -1.215], [-0.488, -2.604, -2.505], [-0.113, -3.401, -0.527], [1.135, -1.642, -1.172], [-1.405, -1.018, -0.388], [-2.642, -1.270, -1.046], [-1.325, -1.420, 0.995], [-0.795, 0.623, -0.644], [-1.668, 1.555, 0.130], [-1.708, 2.820, -0.643], [-2.901, 1.068, 0.658], [-0.643, 1.844, 1.751], [-1.218, 2.768, 2.420], [-0.702, 0.708, 2.507], [0.605, 2.195, 1.479], [-0.768, 8.718, 1.995], [0.310, 8.515, 1.268], [-1.777, 8.971, 1.028], [-1.144, 7.652, 2.699], [-0.663, 10.395, 3.046], [0.383, 11.153, 2.457], [-1.948, 11.062, 2.812], [-0.256, 9.822, 4.625], [-1.637, 9.936, 5.446], [-1.931, 11.322, 5.874], [-2.748, 9.132, 4.885], [-1.292, 9.056, 7.097], [-2.088, 9.422, 8.044], [-1.357, 7.689, 6.840], [-0.068, 9.465, 7.414]]
}